# 1
This record from OMol25 describes a structure of composition C43H36IrN7O4Sb. The level of theory is the ωB97M-V functional and the def2-TZVPD basis.

Atoms and positions in Å:
Ir1 0.00 0.00 -0.15
C1 5.09 -3.84 2.32
C2 4.31 -2.78 1.59
C3 4.67 -1.43 1.64
C4 3.91 -0.46 1.02
C5 2.77 -0.78 0.26
N1 1.98 0.23 -0.26
C6 2.55 1.41 -0.72
C7 3.68 1.39 -1.55
C8 4.22 2.55 -2.07
C9 3.63 3.80 -1.81
C10 4.18 5.05 -2.43
C11 2.52 3.82 -0.99
C12 2.01 2.66 -0.43
N2 0.92 2.79 0.50
C13 0.65 3.87 1.27
C14 -0.53 3.65 1.92
C15 -0.94 2.38 1.50
N3 -0.06 1.88 0.64
C16 2.44 -2.14 0.18
C17 3.18 -3.10 0.86
N4 1.35 -2.61 -0.62
C18 1.23 -3.84 -1.16
C19 -0.05 -3.99 -1.62
C20 -0.68 -2.77 -1.34
N5 0.18 -1.94 -0.75
H1 6.13 -3.54 2.44
H2 5.07 -4.79 1.79
H3 4.69 -4.01 3.32
H4 5.55 -1.14 2.21
H5 4.20 0.58 1.10
H6 4.12 0.44 -1.79
H7 5.08 2.50 -2.71
H8 5.26 5.00 -2.53
H9 3.93 5.93 -1.83
H10 3.76 5.21 -3.43
H11 2.04 4.77 -0.79
H12 1.34 4.70 1.31
H13 -1.02 4.30 2.62
H14 -1.80 1.80 1.79
H15 2.86 -4.13 0.82
H16 2.07 -4.51 -1.19
H17 -0.48 -4.85 -2.11
H18 -1.68 -2.45 -1.54
O1 -3.29 -2.39 4.13
C21 -2.20 -1.83 4.64
O2 -2.04 -1.68 5.82
C22 -1.15 -1.38 3.68
C23 0.13 -1.04 4.07
N6 0.80 -0.66 2.97
N7 0.04 -0.74 1.88
C24 -1.15 -1.17 2.29
C25 -2.22 -1.30 1.26
O3 -3.13 -2.09 1.42
O4 -2.09 -0.54 0.18
H19 -3.27 -2.42 3.15
H20 0.57 -1.04 5.05
H21 1.78 -0.41 2.87
C26 -4.64 5.27 0.94
C27 -3.47 5.04 0.24
C28 -3.19 3.78 -0.26
C29 -4.09 2.72 -0.05
C30 -5.27 2.96 0.65
C31 -5.55 4.23 1.13
Sb1 -3.62 0.89 -0.99
C32 -5.07 -0.29 -0.03
C33 -5.35 -0.17 1.34
C34 -6.16 -1.09 1.97
C35 -6.72 -2.14 1.25
C36 -6.46 -2.27 -0.10
C37 -5.63 -1.36 -0.74
C38 -0.39 0.73 -2.02
C39 -0.56 -0.10 -3.14
C40 -1.02 0.37 -4.36
C41 -1.30 1.72 -4.53
C42 -1.08 2.58 -3.47
C43 -0.63 2.09 -2.25
H22 -4.86 6.25 1.32
H23 -2.77 5.85 0.08
H24 -2.28 3.61 -0.82
H25 -5.99 2.17 0.80
H26 -6.48 4.42 1.66
H27 -4.91 0.64 1.92
H28 -6.36 -1.00 3.03
H29 -7.35 -2.86 1.75
H30 -6.88 -3.09 -0.66
H31 -5.41 -1.48 -1.80
H32 -0.34 -1.16 -3.07
H33 -1.15 -0.32 -5.18
H34 -1.65 2.09 -5.49
H35 -1.25 3.65 -3.59
H36 -0.49 2.82 -1.46

Results
**HOMO level**: -9.470 eV
**Net charge**: +1
**LUMO level**: -3.916 eV
**Total energy**: -73168.3167 eV

Results of the Mulliken charge analysis, in e, for atoms 1 through 2:
1. Ir 1.55
2. C -1.61

***

# 2
This record from OMol25 describes a structure of composition C43H37F11KN7O4 at a distorted geometry. The level of theory is the ωB97M-V functional and the def2-TZVPD basis.

Atoms and positions in Å:
K1 -0.37 0.55 0.03
C1 2.56 -1.18 1.61
N1 1.56 -0.17 1.85
C2 0.67 -0.61 2.91
C3 -0.43 -1.56 2.44
N2 -1.58 -0.85 1.95
C4 -2.76 -0.99 2.46
C5 -3.88 -0.40 1.76
F1 -3.62 0.33 0.65
C6 -5.19 -0.57 2.11
F2 -6.16 -0.01 1.34
C7 -5.55 -1.30 3.25
F3 -6.87 -1.49 3.57
C8 -4.52 -1.81 4.02
F4 -4.84 -2.47 5.17
C9 -3.21 -1.66 3.67
F5 -2.30 -2.15 4.58
C10 2.18 1.10 2.17
C11 1.25 2.29 1.90
N3 1.41 2.68 0.54
C12 0.69 3.64 0.03
C13 1.00 4.08 -1.30
F6 2.10 3.54 -1.89
C14 0.33 5.06 -1.98
F7 0.74 5.42 -3.22
C15 -0.72 5.75 -1.37
F8 -1.37 6.76 -2.02
C16 -1.02 5.43 -0.06
F9 -1.97 6.16 0.59
C17 -0.35 4.43 0.62
F10 -0.70 4.25 1.93
H1 3.22 -1.34 2.49
H2 2.07 -2.13 1.39
H3 3.18 -0.90 0.76
H4 1.25 -1.10 3.71
H5 0.18 0.26 3.35
H6 -0.06 -2.16 1.61
H7 -0.65 -2.25 3.27
H8 2.53 1.12 3.22
H9 3.05 1.24 1.52
H10 0.23 2.00 2.16
H11 1.55 3.11 2.58
C18 -6.70 1.16 -3.17
C19 -6.33 -0.29 -3.46
C20 -7.40 -1.22 -2.90
C21 -7.06 -2.66 -3.26
C22 -5.70 -2.99 -2.74
C23 -5.38 -4.29 -2.42
C24 -4.13 -4.57 -1.87
F11 -3.85 -5.87 -1.57
C25 -3.21 -3.59 -1.64
C26 -3.49 -2.27 -2.01
C27 -2.40 -1.27 -1.90
O1 -1.28 -1.60 -1.53
C28 -2.80 0.05 -2.32
C29 -4.05 0.27 -2.76
N4 -5.04 -0.66 -2.89
C30 -4.75 -1.96 -2.54
C31 -1.85 1.28 -2.36
O2 -2.39 2.35 -2.68
O3 -0.66 1.07 -2.12
H12 -7.74 1.32 -3.42
H13 -6.11 1.87 -3.75
H14 -6.56 1.38 -2.11
H15 -6.27 -0.43 -4.55
H16 -8.38 -0.93 -3.29
H17 -7.42 -1.11 -1.82
H18 -7.08 -2.78 -4.35
H19 -7.80 -3.34 -2.84
H20 -6.09 -5.08 -2.58
H21 -2.26 -3.80 -1.17
H22 -4.27 1.29 -3.05
O4 0.96 -3.68 0.07
C32 1.35 -3.74 -1.08
C33 0.90 -4.84 -2.02
C34 0.08 -4.28 -3.19
C35 0.79 -3.18 -3.98
C36 2.30 -3.42 -4.06
C37 3.03 -2.96 -2.79
N5 2.23 -2.86 -1.59
H23 0.29 -5.55 -1.45
H24 1.78 -5.38 -2.39
H25 -0.85 -3.86 -2.81
H26 -0.17 -5.11 -3.85
H27 0.61 -2.22 -3.50
H28 0.37 -3.13 -4.98
H29 2.72 -2.87 -4.91
H30 2.49 -4.48 -4.25
H31 3.43 -1.96 -2.96
H32 3.89 -3.62 -2.60
H33 2.42 -2.03 -1.02
N6 6.56 2.80 -2.96
C38 5.52 2.31 -2.91
C39 4.29 1.64 -2.81
C40 3.20 1.89 -3.65
C41 2.04 1.17 -3.45
C42 2.01 0.21 -2.44
N7 3.05 -0.05 -1.66
C43 4.15 0.65 -1.82
H34 3.27 2.67 -4.40
H35 1.15 1.36 -4.02
H36 1.12 -0.35 -2.25
H37 4.98 0.42 -1.16

Results
**HOMO level**: -1.362 eV
**Net charge**: -2
**LUMO level**: 3.681 eV
**Total energy**: -110030.9811 eV

Results of the Mulliken charge analysis, in e, for atoms 1 through 2:
1. K 0.66
2. C -1.30

***

# 3
This record from OMol25 describes a structure of composition C43H37F3IOPPd at a distorted geometry. The level of theory is the ωB97M-V functional and the def2-TZVPD basis.

Atoms and positions in Å:
Pd1 8.19 7.10 17.39
I1 9.39 5.02 18.47
C1 9.69 6.08 20.27
C2 9.11 5.49 21.36
C3 9.41 5.92 22.63
C4 10.42 6.88 22.76
C5 11.05 7.45 21.64
C6 12.12 8.39 21.81
C7 12.68 9.08 20.78
C8 12.05 8.99 19.55
C9 11.05 8.09 19.29
P1 10.34 8.08 17.54
C10 11.62 7.28 16.54
C11 12.89 6.96 16.97
C12 13.72 6.14 16.18
C13 13.24 5.61 15.01
C14 12.01 6.05 14.51
C15 11.19 6.83 15.26
C16 10.57 9.83 17.16
C17 11.53 10.33 16.26
C18 11.75 11.73 16.13
C19 10.95 12.60 16.87
C20 9.93 12.11 17.65
C21 9.76 10.74 17.79
C22 10.58 7.21 20.35
H1 8.31 4.78 21.19
H2 9.00 5.47 23.54
H3 10.81 7.14 23.72
H4 12.48 8.48 22.80
H5 13.50 9.78 20.92
H6 12.28 9.66 18.74
H7 13.28 7.31 17.90
H8 14.70 5.88 16.58
H9 13.84 4.91 14.44
H10 11.72 5.71 13.52
H11 10.18 7.10 14.92
H12 12.19 9.60 15.77
H13 12.55 12.04 15.52
H14 11.08 13.70 16.83
H15 9.31 12.77 18.21
H16 9.09 10.43 18.55
C23 6.88 10.89 13.19
C24 6.16 10.04 14.23
C25 7.03 9.94 15.51
C26 5.80 8.65 13.76
C27 4.48 8.25 13.82
C28 4.06 6.95 13.50
C29 5.04 5.99 13.13
C30 6.39 6.29 12.99
C31 7.36 5.17 12.65
C32 8.08 5.30 11.30
C33 8.40 4.87 13.80
C34 6.83 7.68 13.35
O1 8.04 7.95 13.29
H17 7.11 11.87 13.58
H18 6.26 10.94 12.30
H19 7.83 10.38 12.92
H20 5.24 10.59 14.55
H21 8.06 9.68 15.23
H22 6.63 9.21 16.20
H23 7.04 10.94 15.97
H24 3.74 9.02 14.12
H25 3.02 6.64 13.57
H26 4.67 4.99 13.00
H27 6.75 4.27 12.54
H28 8.88 6.05 11.35
H29 7.39 5.61 10.48
H30 8.52 4.32 10.94
H31 9.30 5.44 13.58
H32 8.59 3.85 13.78
H33 7.98 5.11 14.74
F1 2.42 -0.13 15.41
C35 3.04 0.24 16.54
F2 3.97 -0.71 16.77
F3 2.11 0.20 17.52
C36 3.73 1.61 16.49
C37 4.51 2.00 15.41
C38 5.13 3.23 15.42
C39 4.97 4.10 16.49
C40 4.05 3.74 17.50
C41 3.50 2.48 17.53
C42 5.72 5.32 16.61
C43 6.48 6.21 16.95
H34 4.64 1.32 14.56
H35 5.87 3.44 14.65
H36 3.91 4.46 18.35
H37 2.77 2.29 18.30

Results
**HOMO level (alpha / beta)**: -7.215 / -7.814 eV
**LUMO level (alpha / beta)**: -0.347 / -1.328 eV
**⟨S²⟩**: 2.0514
**Spin multiplicity**: 3
**Total energy**: -76258.0160 eV

Results of the Mulliken charge analysis, in e, for atoms 1 through 2:
1. Pd -0.27
2. I -0.04

***

# 4
This record from OMol25 describes a cluster of 6 separate species, C43H37N5O12S in total at a distorted geometry. The level of theory is the ωB97M-V functional and the def2-TZVPD basis.

Atoms and positions in Å:
O1 -4.29 0.85 1.88
C1 -4.06 -0.41 1.52
C2 -3.83 -1.66 2.60
C3 -4.34 -3.05 2.27
C4 -4.01 -4.23 3.36
C5 -2.37 -4.42 3.46
C6 -1.91 -5.05 4.91
S1 -0.17 -4.37 5.26
C7 -5.18 -3.28 0.84
O2 -6.28 -4.04 0.74
C8 -4.55 -2.40 -0.44
C9 -4.50 -2.92 -1.99
C10 -3.79 -1.94 -3.10
C11 -3.15 -0.46 -2.76
C12 -3.22 0.09 -1.21
C13 -3.93 -0.89 -0.08
H1 -3.25 -1.52 3.63
H2 -4.53 -5.26 3.05
H3 -4.51 -3.93 4.38
H4 -1.78 -3.40 3.35
H5 -2.04 -5.08 2.53
H6 -1.86 -6.22 4.81
H7 -2.64 -4.66 5.74
H8 0.01 -4.45 6.66
H9 -4.95 -3.97 -2.29
H10 -3.75 -2.33 -4.23
H11 -2.62 0.25 -3.54
H12 -2.78 1.13 -0.85
C14 4.26 0.68 3.61
C15 3.44 0.87 4.72
C16 2.81 -0.22 5.32
C17 3.01 -1.51 4.80
C18 3.83 -1.70 3.67
C19 4.45 -0.60 3.08
N1 2.38 -2.66 5.44
O3 1.65 -2.45 6.42
O4 2.60 -3.79 4.96
H13 4.75 1.54 3.15
H14 3.30 1.87 5.13
H15 2.18 -0.06 6.19
H16 3.99 -2.69 3.25
H17 5.09 -0.74 2.21
C20 0.10 3.24 -8.32
C21 -1.22 3.57 -7.99
C22 -1.80 3.07 -6.83
C23 -1.05 2.24 -5.99
C24 0.27 1.90 -6.31
C25 0.84 2.41 -7.48
N2 -1.65 1.73 -4.75
O5 -2.83 2.04 -4.51
O6 -0.94 1.02 -4.01
H18 0.55 3.64 -9.22
H19 -1.79 4.23 -8.65
H20 -2.83 3.34 -6.59
H21 0.86 1.25 -5.67
H22 1.86 2.15 -7.74
C26 -1.14 -7.89 -0.48
C27 -1.96 -6.77 -0.40
C28 -2.22 -6.01 -1.54
C29 -1.66 -6.39 -2.76
C30 -0.83 -7.52 -2.85
C31 -0.57 -8.27 -1.70
N3 -1.96 -5.61 -3.97
O7 -2.68 -4.62 -3.85
O8 -1.47 -6.00 -5.04
H23 -0.94 -8.49 0.41
H24 -2.39 -6.48 0.56
H25 -2.86 -5.14 -1.46
H26 -0.38 -7.82 -3.79
H27 0.07 -9.14 -1.76
C32 0.57 4.99 9.38
C33 1.90 4.60 9.59
C34 2.72 4.33 8.50
C35 2.21 4.45 7.20
C36 0.88 4.83 6.99
C37 0.06 5.10 8.09
N4 3.08 4.19 6.05
O9 4.25 3.84 6.27
O10 2.60 4.34 4.91
H28 -0.07 5.20 10.24
H29 2.29 4.51 10.60
H30 3.75 4.03 8.67
H31 0.47 4.93 5.99
H32 -0.98 5.40 7.94
C38 4.18 6.88 -4.76
C39 5.24 6.44 -5.56
C40 4.98 5.83 -6.79
C41 3.65 5.66 -7.21
C42 2.59 6.09 -6.40
C43 2.86 6.69 -5.17
N5 3.37 5.04 -8.51
O11 4.34 4.66 -9.19
O12 2.19 4.94 -8.86
H33 4.39 7.36 -3.81
H34 6.26 6.59 -5.23
H35 5.81 5.50 -7.40
H36 1.55 5.95 -6.71
H37 2.04 7.03 -4.54

Results
**HOMO level**: -8.398 eV
**LUMO level**: -1.131 eV
**Total energy**: -88018.9920 eV

Results of the Mulliken charge analysis, in e, for atoms 1 through 2:
1. O -0.55
2. C 0.11

***

# 5
This record from OMol25 describes a structure of composition C43H37O2P2S5SiYb at a distorted geometry. The level of theory is the ωB97M-V functional and the def2-TZVPD basis.

Atoms and positions in Å:
Yb1 -0.76 -0.05 1.72
C1 3.04 -0.32 3.72
Si1 2.01 -0.16 2.10
C2 2.83 -1.52 0.97
C3 4.21 -1.73 1.00
C4 4.82 -2.74 0.27
C5 4.05 -3.58 -0.52
C6 2.69 -3.38 -0.60
C7 2.08 -2.33 0.11
P1 0.26 -2.13 0.01
C8 -0.12 -3.74 0.84
C9 -0.48 -4.92 0.17
C10 -0.66 -6.10 0.88
C11 -0.47 -6.13 2.25
C12 -0.09 -4.97 2.92
C13 0.09 -3.79 2.21
C14 -0.12 -2.41 -1.75
C15 0.78 -2.06 -2.74
C16 0.47 -2.26 -4.08
C17 -0.75 -2.81 -4.44
C18 -1.69 -3.10 -3.46
C19 -1.38 -2.88 -2.12
C20 2.84 1.34 1.18
C21 4.17 1.69 1.41
C22 4.80 2.71 0.72
C23 4.09 3.46 -0.21
C24 2.76 3.16 -0.43
C25 2.14 2.10 0.24
P2 0.31 1.94 0.02
C26 0.00 3.61 0.73
C27 -0.24 4.76 -0.02
C28 -0.29 5.99 0.61
C29 -0.09 6.10 1.98
C30 0.17 4.96 2.72
C31 0.21 3.72 2.11
C32 0.01 2.15 -1.77
C33 -1.26 2.57 -2.17
C34 -1.55 2.74 -3.51
C35 -0.58 2.45 -4.47
C36 0.66 1.98 -4.08
C37 0.96 1.82 -2.73
H1 4.10 -0.49 3.55
H2 2.67 -1.16 4.31
H3 2.93 0.59 4.32
H4 4.84 -1.10 1.62
H5 5.89 -2.87 0.32
H6 4.51 -4.40 -1.07
H7 2.08 -4.04 -1.21
H8 -0.60 -4.92 -0.90
H9 -0.94 -7.00 0.35
H10 -0.61 -7.05 2.80
H11 0.07 -4.99 3.99
H12 0.41 -2.90 2.74
H13 1.74 -1.63 -2.47
H14 1.19 -1.99 -4.84
H15 -0.97 -3.01 -5.48
H16 -2.65 -3.49 -3.74
H17 -2.13 -3.08 -1.36
H18 4.74 1.14 2.16
H19 5.84 2.94 0.92
H20 4.55 4.28 -0.73
H21 2.18 3.77 -1.12
H22 -0.39 4.69 -1.09
H23 -0.50 6.88 0.02
H24 -0.14 7.06 2.46
H25 0.32 5.03 3.79
H26 0.44 2.84 2.69
H27 -2.02 2.78 -1.42
H28 -2.52 3.08 -3.82
H29 -0.79 2.61 -5.52
H30 1.41 1.73 -4.82
H31 1.93 1.45 -2.42
C38 -5.49 -0.20 -0.45
S1 -5.35 0.39 1.27
C39 -4.59 1.94 1.03
C40 -3.53 2.39 1.74
S2 -2.58 1.56 2.93
S3 -3.18 4.11 1.52
C41 -4.29 4.42 0.23
S4 -4.36 5.84 -0.60
S5 -5.33 3.08 -0.09
H32 -6.10 -1.10 -0.42
H33 -4.50 -0.43 -0.83
H34 -5.98 0.56 -1.05
C42 -3.66 -2.66 1.18
C43 -2.58 -1.63 1.35
O1 -2.30 -0.82 0.42
O2 -1.90 -1.63 2.42
H35 -4.51 -2.38 1.81
H36 -3.29 -3.62 1.53
H37 -3.98 -2.71 0.15

Results
**HOMO level (alpha / beta)**: -7.292 / -7.291 eV
**LUMO level (alpha / beta)**: 0.054 / 0.005 eV
**⟨S²⟩**: 0.7509
**Spin multiplicity**: 2
**Total energy**: -161450.6866 eV

Results of the Mulliken charge analysis, in e, for atoms 1 through 2:
1. Yb 0.01
2. C -1.40